Molecular formula: C38H64ClNO20P3S2
Method: DFT, ωB97M-V/def2-TZVPD

Geometry (Å):
Cl 2.21983 2.01274 -0.75942
S 4.28373 3.15320 -3.64659
S 3.61689 -1.56130 -3.45280
P -0.03498 -0.51046 -3.93223
P 2.60599 -0.91434 -1.90191
P 1.07267 0.79185 -2.37530
O -0.27501 1.55393 4.73394
O 0.92284 3.92126 -4.37993
O 10.59793 1.82499 0.15658
O 9.34662 1.75424 2.00710
O 0.66088 -0.47771 -5.23458
O -1.53159 0.04547 -4.23367
O -0.11533 -2.06050 -3.49460
O 10.06131 -2.32784 -2.29559
O -5.54134 -0.51352 1.14846
O 6.48341 -0.42077 -2.31309
O -1.96938 1.69832 3.27651
O 5.56398 -1.65312 -0.68668
O -10.19958 -1.53914 1.17342
O -6.41428 1.01336 2.52875
O -9.17000 1.51637 -2.85604
O -1.97824 -2.72480 3.39003
O 9.11237 -2.27162 -4.33154
O -7.06913 0.82524 -2.51203
O -11.02087 -0.14793 2.71750
O -0.64548 -2.93485 1.60319
N 2.24906 1.30552 -3.72484
C -1.39569 1.03544 2.11264
C -0.97081 2.22846 4.03539
C -5.99159 1.14527 -1.60139
C 8.75835 -4.57452 -4.69049
C -0.00662 2.29435 -2.73998
C -11.10961 -0.88074 1.58535
C -12.29177 0.45200 3.02272
C -0.37399 -2.60420 5.11045
C -13.04256 0.48961 1.69730
C 10.52688 1.84034 1.34766
C 3.20368 1.98410 -3.54070
C -2.41209 0.95527 0.97516
C -6.24915 2.57993 -1.16752
C 0.31818 -2.37316 3.76877
C 0.00087 2.86912 -4.15864
C -7.40220 -1.21326 2.40466
C -7.77366 2.64916 -1.20857
C 11.01206 1.53868 3.65319
C 9.05317 -4.34019 -3.21196
C 11.66189 1.99108 2.34582
C 8.34945 -3.18189 -5.14927
C -6.68420 -2.44606 1.85861
C -0.04195 0.21188 -0.91224
C -2.19333 -0.36320 0.21645
C -8.12254 1.63751 -2.28730
C 7.64986 -0.45872 -0.27569
C -1.48943 -0.20061 -1.15218
C -0.82923 3.71115 3.87361
C -12.49991 -0.75390 0.99340
C 9.49565 -2.88829 -3.18885
C 8.16458 0.71651 -1.10239
C 7.70396 0.32362 -2.49812
C -1.83030 -2.32000 4.76339
C -0.77000 -2.72568 2.77281
C -5.86534 -1.85286 0.72109
C -6.42882 -0.09980 2.08780
C 9.55078 1.90472 3.41985
C 6.43592 -0.92145 -1.06666
H -5.03995 1.02557 -2.11407
H -0.05988 1.05683 -0.22781
H 7.50860 1.18978 -3.12656
H 9.67159 -4.88231 -5.20352
H 8.41581 -0.32884 -3.00157
H -0.44394 3.91899 2.87643
H -2.34210 1.83859 0.34500
H -6.01908 -2.85533 2.62116
H -0.50199 1.58514 1.80489
H 9.24050 0.88209 -1.01632
H -0.03315 -2.18286 -2.54037
H 0.59305 -1.32602 3.62695
H -1.00434 3.28821 -4.31878
H -7.58134 -1.27443 3.47459
H 11.43250 1.99977 4.54482
H -1.49276 0.47857 -5.09452
H -12.44702 -0.63667 -0.08487
H -2.09145 0.50585 -1.72289
H 0.43857 -0.58723 -0.34144
H -2.07406 -1.25809 4.83800
H 7.36149 -0.17026 0.73192
H -4.94278 -2.39742 0.53557
H 7.66372 1.63595 -0.79253
H -1.04244 2.12881 -2.45540
H 8.86094 1.25146 3.94802
H -13.06709 -1.65135 1.24435
H 1.96504 -2.03444 -1.32388
H -7.35205 -3.24133 1.53340
H 8.37228 -1.27725 -0.24181
H -12.79470 -0.16745 3.76840
H -1.60743 -1.07175 0.79206
H -12.75851 1.38054 1.13651
H -1.62040 -1.17226 -1.63092
H 0.36047 3.08868 -2.09081
H 11.11013 0.45730 3.75585
H 3.53068 -0.39678 -0.99001
H -0.26009 -3.64806 5.40833
H -3.15900 -0.83402 0.02183
H 12.50663 1.37153 2.06015
H -3.37674 0.87645 1.47575
H 8.58638 -2.99809 -6.19418
H -2.52903 -2.88631 5.37527
H 9.33297 2.93990 3.69159
H -8.14297 3.63519 -1.47575
H 1.21573 4.29119 -3.54306
H -12.12390 1.43999 3.44326
H -0.12171 4.08619 4.60565
H -8.33511 -1.02770 1.87360
H 11.96046 3.03979 2.37522
H -14.12381 0.49938 1.81706
H 1.18681 -3.00871 3.62497
H 8.15709 -4.43762 -2.59712
H -1.80714 4.16702 4.00472
H 7.99663 -5.32750 -4.88053
H 7.28912 -2.98193 -4.98593
H 0.14731 2.12840 -4.94326
H -5.82903 3.27069 -1.90051
H -1.05561 0.04683 2.41370
H -5.81783 2.81540 -0.19654
H 0.00206 -1.98094 5.91884
H -8.22225 2.32287 -0.26829
H -6.43448 -1.79012 -0.20981
H 9.84085 -4.98579 -2.83420
H -6.03506 0.45764 -0.75945

Atoms 1-6, force components in eV/Å:
0.392 0.302 0.363
0.519 -0.275 0.367
-0.328 -0.200 -0.023
1.838 0.060 -1.893
1.109 -0.250 -1.856
-1.530 -0.901 0.621

Its multiplicity is 1. The value obtained for the energy above the lowest of the compared OMol25 structures with the same formula, charge and spin is 0.000 eV. The orbital gap comes out at 0.213 Ha. As for the total charge: -1.

***

Molecular formula: C36H64BF3NO16
Method: DFT, ωB97M-V/def2-TZVPD

Geometry (Å):
F 7.84330 4.43023 6.43212
F 6.54284 3.37278 5.03465
F 5.69134 4.81174 6.37940
O 0.55379 -1.15229 -5.54302
O -9.07144 -5.48610 -1.28164
O 0.46298 -2.66939 0.70366
O -4.41488 -1.81676 -0.70706
O 6.21694 7.77886 3.94874
O 5.63949 -1.38506 -0.56339
O -4.02696 -3.58567 -1.96664
O 0.65066 0.72232 -6.69031
O 2.79498 1.42511 2.82722
O -2.92372 5.95220 5.68009
O -2.35067 4.29806 4.34805
O 1.54217 1.98585 1.11062
O 0.49587 -3.68269 -1.25369
O 5.50773 -2.16314 1.48986
O 6.33433 5.46720 3.39717
O -9.04579 -6.53464 -3.21787
N 3.42423 7.25025 4.80873
C 5.94986 -2.25769 -2.81421
C 3.35712 5.20187 3.63453
C -9.61393 -6.83080 -4.49555
C -5.28303 -5.47981 -2.82903
C 0.59213 3.11787 -6.24628
C 5.11429 0.76041 3.25859
C -3.00976 4.78608 5.41281
C 0.51195 -3.01667 -3.59392
C 0.04886 -2.71868 -0.42071
C 2.12036 4.84817 4.08046
C 6.75820 7.13886 5.08822
C -9.00978 -5.97086 -5.58636
C -4.59078 -2.98872 -0.89390
C -3.40691 2.38396 3.27428
C -9.48770 -5.55598 -2.40503
C 0.08828 1.97259 -7.09990
C -3.92131 3.86673 6.19538
C -0.09072 -3.91855 -2.53678
C -10.42615 -4.50932 -2.95875
C -2.22076 2.90390 4.06009
C 1.51311 5.76112 4.94348
C 0.12756 -0.04185 -5.71400
C 6.34041 -1.20701 -1.79506
C -4.01434 -5.00347 -2.15603
C 7.13800 -3.21570 0.13260
C 3.09315 0.24039 0.69670
C 2.22475 6.88714 5.25334
C -5.50804 -3.79000 -0.00015
C 3.64382 0.49405 3.50903
C -0.91686 0.54775 -4.79461
C 7.04842 5.67894 4.60221
C 2.39550 1.26325 1.55764
C 4.01429 6.38617 3.96158
C 6.76488 4.55572 5.61108
C 6.05470 -2.20328 0.42341
C -0.89164 -1.66752 -0.96053
B 5.49562 6.68647 3.29784
H 0.32515 -1.97118 -3.37756
H 7.69067 7.64223 5.38013
H 1.68140 3.15375 -6.26765
H 0.52215 5.56971 5.34019
H -3.26074 1.33609 3.00980
H 7.41819 -1.16792 -1.62873
H 6.04733 -0.22287 -2.15866
H -1.31855 2.81332 3.45676
H -6.53328 -3.68434 -0.35421
H 1.59430 -3.14823 -3.62897
H 6.05563 7.23679 5.92660
H -5.42857 -4.95790 -3.77628
H -1.17845 -3.83182 -2.48920
H 5.22872 6.96242 2.13757
H 0.09987 -3.24416 -4.57269
H 4.87092 -2.24755 -2.97166
H -3.15945 -5.20802 -2.80038
H 1.64700 3.91306 3.80185
H -0.30799 -0.82066 -1.32156
H -5.23690 -6.55219 -3.02227
H 0.29627 3.00289 -5.20346
H 3.36484 -0.53245 3.26357
H 6.44615 -2.06979 -3.76714
H -3.53516 2.96266 2.35930
H 5.37234 1.78279 3.53622
H -2.04270 2.33211 4.97245
H -6.16208 -5.27800 -2.21547
H -3.59607 2.82882 6.20782
H -3.93771 4.20601 7.22856
H 3.92042 0.72035 0.17607
H 0.41414 2.11551 -8.12957
H 1.74719 7.57773 5.95823
H -5.43437 -3.38604 1.00663
H -1.57230 -0.25550 -4.46395
H -11.08470 -4.87723 -3.74235
H 5.72621 0.07195 3.84255
H -11.06352 -4.16394 -2.14830
H -9.84029 -3.67138 -3.33478
H 7.85701 -2.89040 -0.61603
H 8.09098 5.51195 4.28792
H -1.54855 1.29652 -5.26617
H -4.33493 2.47062 3.84196
H -1.53622 -1.33611 -0.15026
H -9.40867 -6.25282 -6.56132
H 0.20199 4.06824 -6.61179
H 6.67344 -4.14824 -0.18567
H 2.37793 -0.13284 -0.03417
H -1.00144 1.91990 -7.12424
H -9.21484 -4.91240 -5.42326
H 3.42757 0.63118 4.56829
H -4.92730 3.93070 5.78232
H -5.25179 -4.84479 0.06450
H 6.21561 -3.26091 -2.47876
H -1.54647 -2.02729 -1.75093
H -7.92585 -6.08862 -5.60266
H 0.12658 -4.96107 -2.77474
H 7.69372 -3.38935 1.05105
H -10.70231 -6.75983 -4.46443
H 3.87670 4.51358 2.96848
H 3.45829 -0.62372 1.24407
H 5.37151 0.64122 2.20555
H -9.37683 -7.87682 -4.68549
H -3.82240 -5.52222 -1.21580
H -0.42049 0.98216 -3.92699

Atoms 1-6, force components in eV/Å:
-0.180 -0.287 0.248
0.268 -0.310 0.034
0.086 -0.208 0.258
0.097 0.428 -0.592
0.161 -0.187 -0.052
0.115 -0.267 0.023

Its multiplicity is 1. The orbital gap comes out at 0.195 Ha. As for the total charge: -1.

***

Molecular formula: C3HAuO3
Method: DFT, ωB97M-V/def2-TZVPD

Geometry (Å):
Au -0.19852 -0.54346 -3.64079
O -2.36753 1.10477 -0.81010
O -0.40760 -1.49208 -2.34412
O -0.15502 -1.76570 -0.18025
C -1.98657 0.08197 -0.06856
C -1.29878 -0.90170 0.11108
C 0.37105 -1.81822 -1.42526
H -3.20480 0.93320 -1.26101

Atoms 1-6, force components in eV/Å:
2.438 10.158 -14.689
1.306 -2.499 3.258
-0.435 -10.342 14.528
-1.746 1.707 1.270
-1.543 4.248 -3.645
4.621 -4.048 -0.801

Its multiplicity is 3. The value obtained for the energy above the lowest of the compared OMol25 structures with the same formula, charge and spin is 5.720 eV. The orbital gap (spin up / spin down) comes out at 0.334 / 0.239 Ha. Its expectation value of S² is 2.016. As for the total charge: +2.

***

Molecular formula: C21H47CrF6N4O17S6
Method: DFT, ωB97M-V/def2-TZVPD

Geometry (Å):
Cr -0.73588 0.30204 0.41029
S -1.96016 -1.54767 2.79809
S 3.41201 -3.60607 1.89404
S -1.86075 -2.98204 0.58457
S -3.57824 0.50033 -1.85974
S -1.32786 2.75954 -5.97900
S 1.28255 -1.86251 6.39710
F -4.26668 0.01821 3.35098
F 0.69381 -3.20754 -0.27548
F 0.37619 -3.76498 1.73993
F -0.30562 -5.12217 0.14186
F -4.42616 -1.20140 1.55242
F -4.51951 -2.11532 3.49519
O -1.29871 3.26440 -2.12152
O 3.88419 -2.15615 2.18212
O -2.75538 -3.92534 1.31828
O 0.61602 1.09341 1.92313
O -1.42463 -0.40462 3.51003
O -0.37687 -0.75699 -1.35146
O -2.07366 1.47657 1.53640
O -2.52704 0.34464 -0.76277
O -0.18835 1.95414 -0.79182
O 2.69950 0.35776 2.50772
O 1.31755 -0.44167 0.90291
O -1.02754 2.33201 -7.42286
O 0.40416 4.05957 -0.96444
O 5.31084 0.47178 -1.53684
O -1.60377 -2.81708 3.43810
O 2.42280 -2.26722 7.34355
O -2.26846 -2.80895 -0.80088
N 0.88016 -1.29245 -3.19399
N 3.99714 2.06960 -0.60341
N -1.47970 -1.30353 1.26270
N -2.75136 3.66987 1.79535
C 1.58796 0.36930 1.76335
C 3.38618 2.61092 -1.82321
C -0.36244 3.03961 -1.36811
C -4.20895 -1.04559 -2.57904
C -0.18146 -1.37605 -2.37905
C -0.15835 -3.86815 0.52429
C 1.06405 -2.11684 -4.39640
C 1.98491 -0.41399 -2.87449
C -1.40003 4.26142 2.15902
C 3.52966 -3.63666 0.07241
C -2.90764 1.94283 -5.57577
C -2.96124 2.38850 1.56169
C 4.82769 -4.78782 2.22289
C -3.94317 -1.18016 2.80050
C -3.88519 4.60858 2.02810
C 1.30035 -3.01454 4.91831
C -0.34384 1.51100 -5.03618
C 1.68074 -0.24589 5.54630
C 3.53200 2.71483 0.58564
C -5.15448 0.99336 -0.99600
C 4.90526 1.06096 -0.57816
H 2.82295 -0.51104 2.11844
H 0.80509 0.05403 4.97063
H 4.40419 -5.72512 1.86207
H -3.68315 2.49044 -6.11131
H 1.16295 -1.39707 -5.20895
H 2.30038 2.68377 -1.76117
H -4.78589 -0.93446 -3.49712
H 3.13191 -4.58441 -0.29044
H 2.46257 -0.53352 4.84336
H -3.72749 4.96790 3.04503
H -0.86606 -2.11963 -2.81563
H -0.20959 0.58396 -5.59356
H 0.67272 1.89603 -4.95582
H -3.32375 -1.51537 -3.00779
H 0.76025 -2.48739 4.13186
H 3.89745 3.73896 0.66118
H -5.90951 0.95124 -1.78103
H 1.69881 0.45348 -2.27972
H 4.55446 -3.38575 -0.20133
H -5.28540 2.01006 -0.62549
H 3.00307 -2.80458 -0.39497
H 1.99162 -2.68354 -4.31538
H 3.52723 1.92655 -2.65977
H 0.30749 -2.90028 -4.44044
H -3.08580 2.00504 -4.50223
H -1.17895 5.12892 1.53717
H -4.02233 2.13285 1.41702
H -0.09667 4.77465 -1.36374
H 2.76699 -0.93011 -2.31766
H -4.60657 -1.73462 -1.83389
H 5.70785 -4.62981 1.59963
H 5.03755 -4.84198 3.29112
H 3.81719 2.22333 1.51580
H 2.44720 2.82109 0.58772
H -3.96248 5.48555 1.38540
H 2.27942 -3.26801 4.51177
H 5.25460 0.83412 0.44101
H -2.88670 0.88196 -5.82521
H -1.23548 4.62496 3.17335
H -4.86163 4.12578 1.98880
H 2.11195 0.35576 6.34641
H -0.64349 3.48122 2.07515
H -5.49410 0.31171 -0.21618
H 3.78216 3.60415 -2.03483
H -0.76331 1.25496 -4.06325
H 0.74554 -3.84856 5.34806
H 2.34217 0.12703 -3.75071

Atoms 1-6, force components in eV/Å:
1.406 3.614 0.403
1.455 2.230 3.683
1.921 2.230 -0.397
-1.769 -1.229 -1.930
-0.089 1.543 1.248
0.542 -2.894 -1.461

Its multiplicity is 4. The orbital gap (spin up / spin down) comes out at 0.233 / 0.273 Ha. Its expectation value of S² is 3.801. As for the total charge: 0.

***

Molecular formula: C5H9O3
Method: DFT, ωB97M-V/def2-TZVPD

Geometry (Å):
O 0.07803 1.06101 0.43754
O 2.48897 -0.02380 0.23069
O 0.82820 1.78460 -0.53588
C -1.19676 -0.74522 0.09412
C 0.15630 -0.21162 -0.27174
C 1.44530 -0.92666 0.22670
C -1.42535 -0.92338 1.41164
C -2.19471 -0.71650 -1.04092
H -2.47015 -1.13306 1.69852
H 1.72274 -1.62948 -0.55334
H 2.06783 0.85460 -0.12792
H -2.61732 -1.71926 -1.20722
H 1.22179 -1.55379 1.13626
H -0.59117 -0.87909 2.08012
H -3.03455 -0.03876 -0.79469
H -1.72779 -0.38036 -1.98913
H 0.33373 -0.11480 -1.36408

Atoms 1-6, force components in eV/Å:
2.715 1.652 -4.805
-0.302 2.291 0.090
-1.511 0.806 2.941
0.225 -0.345 0.570
-0.245 -1.824 0.997
-1.096 -1.126 -0.403

Its multiplicity is 2. The value obtained for the energy above the lowest of the compared OMol25 structures with the same formula, charge and spin is 4.823 eV. The orbital gap (spin up / spin down) comes out at 0.397 / 0.286 Ha. Its expectation value of S² is 0.755. As for the total charge: 0.

***

Molecular formula: C4H9N2
Method: DFT, ωB97M-V/def2-TZVPD

Geometry (Å):
N -0.74247 0.16169 -1.66478
N -0.15991 1.93383 0.24010
C 1.11282 -3.11455 1.10371
C -0.13475 0.45979 -0.49859
C -0.58130 0.69732 0.88602
C 1.87702 -3.10861 0.23080
H 0.08271 0.40169 1.61920
H -0.13848 0.38998 -2.41619
H -1.57473 0.59060 1.05313
H 0.59647 -3.22999 1.96508
H 2.39825 -2.99904 -0.63101
H -1.72618 0.31138 -1.70369
H -0.94483 2.56474 0.18662
H 0.97322 0.14031 -0.35883
H 0.78527 2.19230 0.42360

Atoms 1-6, force components in eV/Å:
0.357 0.122 1.751
-0.542 -0.392 -0.242
-1.258 -0.054 1.826
2.937 -1.198 1.545
1.193 -0.588 -2.362
1.227 0.352 -1.964

Its multiplicity is 1. The value obtained for the energy above the lowest of the compared OMol25 structures with the same formula, charge and spin is 4.729 eV. The orbital gap comes out at 0.387 Ha. As for the total charge: +1.

***

| no. | largest force on an atom (eV/Å) |
| --- | --- |
| 1 | 2.6 |
| 2 | 1.9 |
| 3 | 18.0 |
| 4 | 6.7 |
| 5 | 5.8 |
| 6 | 3.5 |